Entry 1:
Below is a molecular structure, C40H32BrClIrN4O2PS2, with properties calculated with wB97M-V/def2-TZVPD.

CARTESIAN COORDINATES (ANGSTROEM)
1 Ir -0.49 -0.97 -0.14
2 S -0.92 0.01 -2.35
3 C -2.45 -0.65 -1.98
4 C -3.58 -0.77 -2.80
5 C -4.73 -1.32 -2.28
6 C -4.76 -1.73 -0.94
7 C -3.61 -1.61 -0.20
8 N -2.48 -1.10 -0.70
9 H -3.53 -0.41 -3.82
10 H -5.62 -1.41 -2.89
11 H -5.65 -2.15 -0.49
12 H -3.58 -1.89 0.85
13 Br 5.11 4.36 -2.32
14 C 4.01 2.86 -2.01
15 C 4.20 1.70 -2.75
16 N 3.46 0.61 -2.57
17 C 2.51 0.65 -1.64
18 C 2.27 1.75 -0.83
19 C 3.03 2.89 -1.04
20 C 1.26 1.75 0.29
21 O 1.08 2.79 0.92
22 O 0.72 0.62 0.60
23 H 4.97 1.66 -3.51
24 H 1.91 -0.25 -1.52
25 H 2.85 3.77 -0.43
26 Cl 2.72 -2.15 4.02
27 C 2.07 -1.36 2.57
28 H 0.98 -1.33 2.58
29 H 2.40 -1.91 1.69
30 S 4.63 4.02 2.86
31 C 3.80 2.46 2.67
32 C 4.39 1.44 1.92
33 C 3.78 0.21 1.87
34 N 2.62 0.01 2.52
35 C 1.99 0.99 3.19
36 C 2.56 2.24 3.26
37 C 4.75 4.00 4.64
38 C 4.07 4.95 5.39
39 C 4.17 4.89 6.77
40 N 4.87 3.96 7.42
41 C 5.53 3.07 6.69
42 C 5.51 3.05 5.30
43 H 5.31 1.61 1.37
44 H 4.18 -0.62 1.31
45 H 1.03 0.75 3.61
46 H 2.02 3.03 3.76
47 H 3.48 5.72 4.91
48 H 3.65 5.61 7.39
49 H 6.10 2.33 7.23
50 H 6.08 2.31 4.75
51 C -3.09 -6.47 -0.25
52 C -3.13 -5.37 0.59
53 C -2.22 -4.34 0.44
54 C -1.24 -4.39 -0.55
55 C -1.19 -5.52 -1.38
56 C -2.11 -6.54 -1.24
57 P 0.03 -3.06 -0.56
58 C 0.65 -3.08 -2.28
59 C 1.94 -2.61 -2.56
60 C 2.36 -2.39 -3.86
61 C 1.49 -2.63 -4.92
62 C 0.21 -3.08 -4.66
63 C -0.21 -3.29 -3.35
64 C 1.28 -4.09 0.34
65 C 2.33 -4.80 -0.25
66 C 3.15 -5.62 0.50
67 C 2.93 -5.77 1.86
68 C 1.89 -5.09 2.47
69 C 1.08 -4.25 1.71
70 H -3.80 -7.27 -0.14
71 H -3.88 -5.32 1.37
72 H -2.23 -3.49 1.10
73 H -0.41 -5.60 -2.13
74 H -2.06 -7.40 -1.89
75 H 2.62 -2.39 -1.74
76 H 3.35 -2.00 -4.04
77 H 1.81 -2.45 -5.93
78 H -0.48 -3.24 -5.48
79 H -1.24 -3.59 -3.17
80 H 2.49 -4.73 -1.32
81 H 3.95 -6.16 0.02
82 H 3.57 -6.42 2.45
83 H 1.71 -5.20 3.53
84 H 0.27 -3.72 2.19

## Properties
- Lowest unoccupied orbital energy (spin up / spin down): -1.5 / -1.5 eV
- Gap between HOMO and LUMO (spin up / spin down): 4.257 / 4.362 eV
- 2S+1: 1
- Total charge: 0

Calculated atomic charges, method Löwdin, unit e:
1 Ir 0.732
2 S 0.619
3 C -0.778
4 C -0.090
5 C -0.077
6 C -0.073
7 C -0.154
8 N -0.188
9 H 0.105
10 H 0.105
11 H 0.099
12 H 0.102
13 Br 0.734
14 C -0.670
15 C -0.189
16 N 0.093
17 C -0.101
18 C -0.114
19 C -0.061
20 C -0.618
21 O 0.034
22 O -0.264
23 H 0.101
24 H 0.049
25 H 0.117
26 Cl 0.647
27 C -0.517
28 H 0.057
29 H 0.073
30 S 1.026
31 C -0.473
32 C -0.028
33 C -0.005
34 N -0.104
35 C -0.006
36 C -0.021
37 C -0.528
38 C -0.079
39 C -0.135
40 N 0.067
41 C -0.135
42 C -0.074
43 H 0.126
44 H 0.154
45 H 0.159
46 H 0.135
47 H 0.108
48 H 0.110
49 H 0.109
50 H 0.110
51 C -0.090
52 C -0.080
53 C -0.127
54 C -0.333
55 C -0.088
56 C -0.078
57 P 0.800
58 C -0.383
59 C -0.147
60 C -0.081
61 C -0.082
62 C -0.080
63 C -0.122
64 C -0.340
65 C -0.085
66 C -0.082
67 C -0.092
68 C -0.115
69 C -0.153
70 H 0.100
71 H 0.102
72 H 0.067
73 H 0.105
74 H 0.102
75 H 0.098
76 H 0.097
77 H 0.101
78 H 0.104
79 H 0.104
80 H 0.093
81 H 0.102
82 H 0.100
83 H 0.098
84 H 0.094

Entry 2:
Below is a molecular structure, C28H25AsF12IN3O9S3Sn at a distorted geometry, with properties calculated with wB97M-V/def2-TZVPD.

CARTESIAN COORDINATES (ANGSTROEM)
1 Sn -1.75 0.10 0.37
2 O 0.44 0.81 1.94
3 C 1.29 0.41 1.18
4 N 2.57 0.08 1.53
5 C 3.34 -0.51 0.48
6 C 2.08 -0.17 -0.87
7 O 2.48 -0.41 -1.95
8 N 1.07 0.22 -0.18
9 C 4.56 0.27 0.14
10 C 5.84 -0.28 0.26
11 C 6.96 0.50 -0.01
12 C 6.81 1.81 -0.41
13 C 5.54 2.37 -0.53
14 C 4.43 1.60 -0.24
15 C 3.36 -1.98 0.45
16 C 4.03 -2.65 -0.59
17 C 4.02 -4.03 -0.64
18 C 3.30 -4.76 0.31
19 C 2.60 -4.10 1.31
20 C 2.62 -2.72 1.37
21 H 2.83 0.01 2.50
22 H 5.96 -1.30 0.58
23 H 7.94 0.07 0.10
24 H 7.68 2.41 -0.64
25 H 5.42 3.39 -0.85
26 H 3.44 2.04 -0.33
27 H 4.53 -2.08 -1.36
28 H 4.53 -4.54 -1.44
29 H 3.28 -5.84 0.25
30 H 2.01 -4.66 2.02
31 H 2.02 -2.22 2.13
32 I 3.36 3.63 -5.09
33 C 1.97 3.49 -3.53
34 C 1.32 2.30 -3.31
35 C 0.40 2.21 -2.27
36 C 0.15 3.31 -1.46
37 C 0.81 4.51 -1.71
38 C 1.72 4.61 -2.74
39 C -0.79 3.26 -0.29
40 O -0.93 4.25 0.41
41 O -1.42 2.15 -0.04
42 H 1.50 1.43 -3.93
43 H -0.12 1.29 -2.11
44 H 0.60 5.35 -1.07
45 H 2.24 5.54 -2.94
46 C -6.64 3.04 -1.26
47 C -6.03 2.03 -0.31
48 S -4.24 2.24 -0.20
49 O -3.80 0.80 0.08
50 C -4.12 3.15 1.35
51 C -4.32 2.29 2.59
52 H -7.70 2.84 -1.38
53 H -6.17 3.01 -2.23
54 H -6.54 4.06 -0.88
55 H -6.15 1.01 -0.66
56 H -6.46 2.09 0.69
57 H -4.89 3.92 1.26
58 H -3.15 3.63 1.34
59 H -5.30 1.81 2.62
60 H -4.21 2.91 3.47
61 H -3.57 1.49 2.65
62 F -0.69 -1.80 -1.61
63 As -1.57 -1.38 -3.09
64 F -0.18 -0.47 -3.60
65 F -2.13 0.08 -2.21
66 F -2.44 -0.87 -4.49
67 F -2.95 -2.24 -2.48
68 F -0.98 -2.80 -3.88
69 F -2.69 -3.06 5.17
70 C -1.55 -3.46 4.62
71 F -0.60 -3.41 5.55
72 F -1.69 -4.73 4.23
73 S -1.08 -2.35 3.17
74 O -1.89 -1.17 3.35
75 O 0.35 -2.25 3.30
76 N -1.41 -3.15 1.85
77 S -2.94 -3.20 1.38
78 O -3.87 -3.62 2.39
79 O -3.30 -2.08 0.55
80 C -2.79 -4.61 0.19
81 F -1.76 -4.47 -0.63
82 F -3.91 -4.65 -0.54
83 F -2.66 -5.76 0.84

## Properties
- Lowest unoccupied orbital energy (spin up / spin down): 2.0 / -1.0 eV
- Gap between HOMO and LUMO (spin up / spin down): 8.624 / 5.660 eV
- 2S+1: 2
- Total charge: -1

Calculated atomic charges, method Löwdin, unit e:
1 Sn 1.539
2 O 0.015
3 C -0.564
4 N 0.159
5 C -0.186
6 C -0.368
7 O 0.202
8 N 0.186
9 C -0.151
10 C -0.023
11 C -0.076
12 C -0.082
13 C -0.060
14 C -0.004
15 C -0.154
16 C -0.028
17 C -0.062
18 C -0.063
19 C -0.044
20 C 0.014
21 H 0.174
22 H 0.114
23 H 0.102
24 H 0.101
25 H 0.107
26 H 0.124
27 H 0.123
28 H 0.105
29 H 0.104
30 H 0.112
31 H 0.079
32 I 0.821
33 C -0.734
34 C -0.139
35 C -0.027
36 C -0.119
37 C -0.022
38 C -0.161
39 C -0.562
40 O 0.044
41 O -0.278
42 H 0.089
43 H 0.071
44 H 0.115
45 H 0.085
46 C -0.140
47 C -0.376
48 S 1.015
49 O -0.667
50 C -0.368
51 C -0.106
52 H 0.075
53 H 0.074
54 H 0.069
55 H 0.099
56 H 0.083
57 H 0.092
58 H 0.068
59 H 0.074
60 H 0.083
61 H 0.070
62 F -0.303
63 As 0.762
64 F -0.239
65 F -0.325
66 F -0.242
67 F -0.236
68 F -0.240
69 F 0.133
70 C -0.664
71 F 0.121
72 F 0.128
73 S 0.559
74 O -0.329
75 O -0.305
76 N -0.292
77 S 0.584
78 O -0.270
79 O -0.396
80 C -0.685
81 F 0.149
82 F 0.136
83 F 0.129

The records above give, respectively, energy relative to the best compared isomer or geometry (same formula, charge and spin) values of 4.710; 0.178 eV.